Entry 1:
{
  "formula": "C30H53N11NbO9S",
  "method": "ωB97M-V/def2-TZVPD",
  "species": ["C", "C", "O", "C", "C", "O", "C", "C", "O", "C", "Nb", "C", "C", "C", "S", "O", "O", "O", "C", "O", "N", "O", "O", "C", "N", "H", "H", "H", "H", "H", "H", "H", "H", "H", "H", "H", "H", "H", "H", "H", "H", "H", "H", "H", "H", "H", "H", "H", "H", "H", "H", "C", "C", "N", "H", "H", "H", "C", "C", "N", "H", "H", "H", "C", "C", "N", "H", "H", "H", "C", "C", "N", "H", "H", "H", "C", "C", "N", "H", "H", "H", "C", "C", "N", "H", "H", "H", "C", "C", "N", "H", "H", "H", "C", "C", "N", "H", "H", "H", "C", "C", "N", "H", "H", "H"],
  "xyz": [[-6.152, -0.680, 2.364], [-4.688, -1.307, 2.166], [-4.676, -2.732, 1.884], [-3.782, -3.032, 0.782], [-2.231, -2.747, 1.082], [-1.438, -2.554, -0.117], [-1.328, -1.153, -0.472], [-0.095, -1.026, -1.500], [-0.536, -0.461, -2.755], [0.514, 0.400, -3.328], [-0.238, 2.542, -3.029], [1.654, 3.436, -4.033], [1.725, 4.968, -3.534], [3.171, 5.655, -3.741], [3.138, 7.246, -2.719], [3.789, 7.039, -1.379], [1.668, 7.562, -2.470], [3.757, 8.552, -3.592], [-1.289, 2.488, -5.055], [-2.221, 3.601, -5.266], [-3.378, 3.411, -4.564], [-3.780, 4.494, -4.233], [-1.090, 4.485, -2.740], [-1.059, 4.827, -1.325], [-0.639, 5.352, -0.310], [-6.501, -0.607, 3.451], [-6.176, 0.387, 1.925], [-6.909, -1.295, 1.755], [-4.105, -1.154, 3.151], [-4.145, -0.709, 1.355], [-4.066, -2.520, -0.204], [-3.879, -4.171, 0.597], [-1.782, -3.665, 1.629], [-2.041, -1.853, 1.770], [-2.313, -0.801, -0.950], [-1.106, -0.466, 0.419], [0.385, -2.052, -1.759], [0.714, -0.412, -0.965], [1.528, 0.276, -2.803], [0.670, 0.206, -4.459], [-1.712, 1.892, -2.134], [0.683, 2.721, -1.442], [2.568, 2.828, -3.655], [1.600, 3.330, -5.184], [0.937, 5.587, -4.079], [1.547, 4.944, -2.390], [4.014, 5.007, -3.318], [3.355, 5.904, -4.843], [3.113, 8.642, -4.346], [-1.934, 1.520, -5.089], [-0.554, 2.396, -5.934], [4.654, 5.294, 1.376], [4.012, 3.993, 1.001], [3.492, 2.962, 0.693], [4.440, 6.047, 0.615], [4.264, 5.637, 2.336], [5.735, 5.166, 1.456], [5.524, 1.474, 3.264], [6.356, 0.229, 3.356], [7.012, -0.752, 3.430], [5.024, 1.519, 2.294], [4.771, 1.478, 4.054], [6.161, 2.353, 3.375], [3.733, -2.365, -2.091], [3.268, -2.239, -3.511], [2.896, -2.142, -4.657], [3.855, -3.418, -1.833], [4.689, -1.854, -1.967], [2.999, -1.915, -1.420], [1.923, -3.905, 2.845], [0.694, -3.219, 3.358], [-0.277, -2.680, 3.764], [2.077, -3.652, 1.794], [2.794, -3.586, 3.420], [1.810, -4.987, 2.938], [-2.700, -5.107, 5.620], [-1.627, -5.531, 4.664], [-0.780, -5.860, 3.910], [-3.678, -5.201, 5.145], [-2.673, -5.737, 6.511], [-2.545, -4.067, 5.914], [-2.600, -4.560, -3.161], [-3.836, -3.885, -2.647], [-4.809, -3.347, -2.244], [-2.447, -4.303, -4.211], [-1.733, -4.234, -2.584], [-2.702, -5.640, -3.071], [-4.933, 1.599, 5.801], [-3.861, 1.180, 4.840], [-3.016, 0.849, 4.083], [-5.912, 1.501, 5.330], [-4.901, 0.969, 6.691], [-4.781, 2.639, 6.095], [1.118, -7.239, -3.637], [-0.158, -7.090, -2.863], [-1.164, -6.971, -2.253], [1.361, -6.299, -4.134], [1.932, -7.506, -2.961], [1.006, -8.022, -4.388], [1.031, 0.941, 4.597], [2.330, 1.172, 5.312], [3.355, 1.354, 5.876], [1.111, 0.062, 3.955], [0.231, 0.781, 5.322], [0.786, 1.810, 3.983]],
  "charge": -1,
  "gap_ev": 6.94,
  "e_homo_ev": -5.288,
  "lumo_ev": 1.66,
  "fmax_ha_per_bohr": 0.124
}

---

Entry 2:
{
  "formula": "C16H15ClN2O2S2",
  "method": "ωB97M-V/def2-TZVPD",
  "species": ["O", "S", "O", "C", "C", "C", "C", "C", "C", "N", "C", "C", "N", "C", "S", "C", "C", "C", "C", "C", "C", "C", "Cl", "H", "H", "H", "H", "H", "H", "H", "H", "H", "H", "H", "H", "H", "H", "H"],
  "xyz": [[-3.140, -1.649, 1.623], [-2.813, -1.338, 0.268], [-3.750, -1.636, -0.770], [-2.323, 0.383, 0.161], [-1.973, 0.914, -1.064], [-1.604, 2.247, -1.140], [-1.600, 3.028, 0.004], [-1.957, 2.484, 1.228], [-2.320, 1.149, 1.310], [-1.418, -2.186, -0.132], [-1.149, -2.709, -1.467], [0.399, -2.683, -1.532], [0.838, -2.171, -0.252], [-0.192, -1.916, 0.447], [-0.148, -1.258, 2.043], [1.663, -0.952, 2.141], [2.105, 0.022, 1.098], [1.468, 1.253, 0.985], [1.831, 2.164, 0.012], [2.847, 1.855, -0.876], [3.502, 0.641, -0.778], [3.133, -0.266, 0.204], [3.989, -1.756, 0.295], [-2.008, 0.293, -1.945], [-1.327, 2.675, -2.092], [-1.324, 4.071, -0.059], [-1.955, 3.097, 2.116], [-2.601, 0.685, 2.241], [-1.554, -3.720, -1.546], [-1.628, -2.084, -2.221], [0.785, -2.030, -2.320], [0.820, -3.680, -1.676], [1.820, -0.560, 3.146], [2.162, -1.911, 2.030], [0.667, 1.484, 1.672], [1.320, 3.113, -0.052], [3.135, 2.558, -1.643], [4.299, 0.389, -1.460]],
  "charge": 0,
  "gap_ev": 9.18,
  "e_homo_ev": -8.751,
  "lumo_ev": 0.43,
  "fmax_ha_per_bohr": 0.022
}

---

Entry 3:
{
  "formula": "C31H65F5N8O11P2S5",
  "method": "ωB97M-V/def2-TZVPD",
  "species": ["C", "C", "C", "C", "N", "C", "C", "C", "C", "C", "O", "C", "C", "S", "O", "O", "P", "S", "C", "N", "P", "N", "O", "O", "C", "N", "S", "O", "O", "C", "F", "F", "C", "F", "F", "F", "C", "S", "S", "C", "C", "C", "H", "H", "H", "H", "H", "H", "H", "H", "H", "H", "H", "H", "H", "H", "H", "H", "H", "H", "H", "H", "H", "H", "H", "H", "H", "H", "H", "H", "H", "H", "H", "H", "H", "H", "H", "H", "H", "C", "N", "C", "C", "O", "H", "H", "H", "H", "H", "H", "H", "C", "N", "C", "C", "O", "H", "H", "H", "H", "H", "H", "H", "C", "N", "C", "C", "O", "H", "H", "H", "H", "H", "H", "H", "C", "N", "C", "C", "O", "H", "H", "H", "H", "H", "H", "H"],
  "xyz": [[1.012, -0.946, 6.972], [1.706, -1.317, 5.647], [2.134, -0.110, 4.806], [1.059, 0.967, 4.596], [-0.287, 0.398, 4.465], [-0.497, -0.528, 3.342], [-0.739, 0.116, 1.979], [0.510, 0.727, 1.307], [0.729, 0.198, -0.118], [2.192, 0.221, -0.557], [2.513, -1.066, -1.073], [3.806, -1.003, -1.641], [3.892, -2.171, -2.630], [3.571, -3.812, -1.969], [2.461, -3.796, -1.058], [4.805, -4.432, -1.584], [5.130, -1.270, -0.345], [6.894, -1.551, -1.139], [3.956, 0.507, -2.195], [5.096, 1.125, -1.518], [4.308, 0.629, -4.009], [4.413, 2.093, -4.497], [3.257, -0.294, -4.805], [5.692, -0.175, -4.118], [2.571, 1.111, -1.785], [1.607, 1.063, -2.832], [2.545, 2.818, -1.013], [1.155, 3.169, -0.953], [3.342, 2.851, 0.186], [3.303, 4.124, -2.102], [2.631, 4.165, -3.262], [4.592, 3.868, -2.340], [3.251, 5.541, -1.441], [2.064, 5.812, -0.917], [4.186, 5.645, -0.505], [3.509, 6.435, -2.403], [-1.330, 1.290, 4.628], [-1.241, 2.901, 4.397], [-2.853, 0.529, 5.205], [-3.846, 0.551, 3.669], [-5.243, 0.010, 3.990], [-5.993, -0.340, 2.707], [1.456, -1.488, 7.809], [-0.043, -1.225, 6.950], [1.053, 0.124, 7.179], [2.616, -1.879, 5.881], [1.085, -2.004, 5.070], [2.965, 0.379, 5.326], [2.530, -0.428, 3.835], [1.317, 1.618, 3.755], [1.043, 1.617, 5.472], [0.347, -1.215, 3.274], [-1.369, -1.140, 3.599], [-1.546, 0.850, 2.037], [-1.106, -0.686, 1.327], [0.423, 1.816, 1.272], [1.389, 0.507, 1.921], [0.397, -0.839, -0.200], [0.132, 0.792, -0.804], [2.826, 0.459, 0.303], [3.184, -2.046, -3.449], [4.895, -2.240, -3.051], [3.161, -4.411, -3.117], [5.045, -0.204, 0.551], [4.588, -2.353, 0.367], [5.961, 1.108, -2.039], [4.933, 2.069, -1.206], [3.742, 2.318, -5.222], [3.447, -0.242, -5.753], [6.140, -0.445, -3.292], [1.361, 1.956, -3.231], [0.773, 0.536, -2.601], [-3.343, -0.082, 2.935], [-3.885, 1.585, 3.319], [-5.761, 0.783, 4.563], [-5.134, -0.869, 4.624], [-5.872, 0.440, 1.950], [-7.057, -0.485, 2.902], [-5.601, -1.272, 2.291], [-8.787, -4.948, 5.051], [-8.089, -3.693, 5.231], [-8.848, -2.456, 5.294], [-6.749, -3.627, 5.346], [-6.125, -2.593, 5.498], [-9.345, -4.951, 4.112], [-9.486, -5.124, 5.871], [-8.067, -5.763, 5.028], [-8.542, -1.778, 4.497], [-8.680, -1.951, 6.246], [-9.906, -2.684, 5.187], [-6.257, -4.612, 5.292], [-4.317, 2.634, -2.300], [-3.231, 1.822, -1.788], [-3.047, 1.704, -0.350], [-2.378, 1.177, -2.596], [-1.457, 0.480, -2.197], [-4.212, 3.668, -1.969], [-5.279, 2.251, -1.955], [-4.304, 2.614, -3.389], [-2.064, 2.078, -0.061], [-3.119, 0.660, -0.040], [-3.815, 2.285, 0.156], [-2.579, 1.335, -3.667], [-0.137, -5.600, -0.618], [-0.839, -6.689, -1.268], [-0.159, -7.460, -2.293], [-2.108, -7.019, -0.958], [-2.733, -7.922, -1.481], [0.165, -4.843, -1.342], [0.758, -5.963, -0.111], [-0.792, -5.137, 0.118], [-0.695, -7.397, -3.241], [-0.105, -8.512, -2.011], [0.848, -7.069, -2.417], [-2.539, -6.378, -0.170], [3.411, 5.796, -5.829], [3.192, 5.881, -7.258], [3.579, 7.082, -7.975], [2.635, 4.870, -7.955], [2.427, 4.887, -9.152], [2.864, 6.584, -5.307], [4.473, 5.892, -5.594], [3.066, 4.831, -5.470], [2.715, 7.534, -8.462], [4.313, 6.848, -8.747], [4.009, 7.791, -7.271], [2.378, 4.003, -7.321]],
  "charge": 0,
  "gap_ev": 8.12,
  "e_homo_ev": -8.110,
  "lumo_ev": 0.02,
  "fmax_ha_per_bohr": 0.016
}

---

Entry 4:
{
  "formula": "C6H7N2O2S",
  "method": "ωB97M-V/def2-TZVPD",
  "species": ["C", "C", "C", "C", "C", "C", "N", "N", "O", "O", "S", "H", "H", "H", "H", "H", "H", "H"],
  "xyz": [[1.612, 1.616, 0.188], [2.859, 1.136, -0.076], [0.629, 0.635, 0.162], [1.128, -0.614, -0.075], [0.530, -1.968, -0.169], [-1.843, 0.151, 0.258], [-0.662, 1.000, 0.348], [-2.662, 0.730, -0.579], [-3.876, 0.027, -0.502], [-1.980, -0.816, 1.026], [2.897, -0.560, -0.248], [1.237, 2.674, 0.222], [3.813, 1.762, 0.088], [-0.454, -1.796, 0.159], [0.437, -2.329, -1.228], [0.871, -2.853, 0.324], [-0.798, 2.045, 0.194], [-3.739, -0.839, -0.093]],
  "charge": -1,
  "gap_ev": [4.11, 5.79],
  "e_homo_ev": [-0.883, -3.862],
  "s2": 2.021,
  "lumo_ev": [3.22, 1.92],
  "spin_multiplicity": 3,
  "relative_energy_kj_mol": 327.1,
  "fmax_ha_per_bohr": 0.118
}

---

Entry 5:
{
  "formula": "C49H40AsIN3NaOPS6",
  "method": "ωB97M-V/def2-TZVPD",
  "species": ["Na", "I", "C", "C", "C", "C", "C", "C", "C", "C", "C", "P", "C", "C", "C", "C", "C", "C", "C", "C", "C", "C", "C", "C", "C", "H", "H", "H", "H", "H", "H", "H", "H", "H", "H", "H", "H", "H", "H", "H", "H", "S", "C", "C", "C", "C", "C", "C", "As", "C", "C", "C", "C", "C", "C", "C", "C", "C", "C", "C", "C", "H", "H", "H", "H", "H", "H", "H", "H", "H", "H", "H", "H", "H", "H", "C", "N", "C", "C", "C", "N", "C", "O", "N", "H", "H", "H", "H", "H", "H", "H", "C", "S", "C", "C", "S", "S", "C", "S", "S", "H", "H", "H"],
  "xyz": [[2.572, -0.547, 1.032], [-2.465, 2.169, 1.084], [-3.313, 1.763, -0.781], [-3.563, 2.858, -1.562], [-4.343, 2.749, -2.728], [-4.923, 1.556, -3.034], [-4.669, 0.404, -2.252], [-5.329, -0.811, -2.564], [-5.084, -1.936, -1.843], [-4.072, -1.920, -0.863], [-3.379, -0.783, -0.530], [-1.730, -0.975, 0.310], [-2.109, -1.238, 2.075], [-3.338, -1.657, 2.575], [-3.493, -1.898, 3.932], [-2.418, -1.738, 4.796], [-1.190, -1.315, 4.307], [-1.042, -1.049, 2.953], [-1.362, -2.697, -0.220], [-1.107, -2.908, -1.577], [-0.788, -4.168, -2.050], [-0.689, -5.239, -1.167], [-0.905, -5.033, 0.185], [-1.244, -3.768, 0.658], [-3.764, 0.458, -1.153], [-3.185, 3.824, -1.255], [-4.517, 3.625, -3.338], [-5.589, 1.463, -3.884], [-6.037, -0.816, -3.385], [-5.604, -2.860, -2.062], [-3.781, -2.862, -0.414], [-4.179, -1.788, 1.903], [-4.455, -2.216, 4.317], [-2.533, -1.934, 5.855], [-0.356, -1.180, 4.980], [-0.103, -0.667, 2.562], [-1.153, -2.072, -2.268], [-0.595, -4.312, -3.106], [-0.432, -6.225, -1.536], [-0.823, -5.859, 0.882], [-1.413, -3.624, 1.718], [4.214, 0.139, -1.182], [4.511, 1.863, -1.203], [5.777, 2.385, -1.507], [6.000, 3.750, -1.557], [4.968, 4.646, -1.304], [3.708, 4.153, -0.999], [3.476, 2.783, -0.948], [1.761, 2.003, -0.473], [0.749, 3.642, -0.098], [0.765, 4.083, 1.226], [0.034, 5.200, 1.606], [-0.731, 5.883, 0.670], [-0.751, 5.451, -0.649], [-0.011, 4.338, -1.031], [1.053, 1.623, -2.260], [-0.262, 1.176, -2.343], [-0.830, 0.838, -3.564], [-0.070, 0.928, -4.723], [1.246, 1.366, -4.650], [1.806, 1.718, -3.426], [6.584, 1.690, -1.701], [6.992, 4.119, -1.792], [5.142, 5.714, -1.341], [2.897, 4.843, -0.795], [1.335, 3.535, 1.972], [0.058, 5.529, 2.638], [-1.311, 6.749, 0.967], [-1.339, 5.985, -1.386], [-0.034, 4.009, -2.064], [-0.847, 1.085, -1.436], [-1.863, 0.506, -3.604], [-0.502, 0.662, -5.680], [1.843, 1.441, -5.551], [2.835, 2.054, -3.375], [2.809, -5.422, 1.125], [2.621, -4.502, 0.016], [2.814, -4.865, -1.273], [2.645, -3.992, -2.285], [2.236, -2.665, -1.929], [2.029, -2.317, -0.676], [2.258, -3.187, 0.331], [2.189, -2.860, 1.513], [2.020, -1.736, -2.875], [3.072, -6.400, 0.727], [1.892, -5.491, 1.707], [3.598, -5.062, 1.783], [3.113, -5.892, -1.434], [2.809, -4.283, -3.311], [2.400, -1.899, -3.791], [2.074, -0.773, -2.552], [-0.837, 2.385, 4.231], [0.379, 2.739, 5.523], [1.140, 1.169, 5.660], [1.920, 0.584, 4.712], [2.372, 1.194, 3.174], [2.486, -1.018, 5.168], [1.750, -1.147, 6.724], [1.886, -2.474, 7.705], [0.839, 0.252, 7.120], [-1.346, 3.324, 4.007], [-1.560, 1.642, 4.565], [-0.308, 2.032, 3.343]],
  "charge": -1,
  "gap_ev": 6.18,
  "e_homo_ev": -4.420,
  "lumo_ev": 1.76,
  "relative_energy_kj_mol": 0.0,
  "fmax_ha_per_bohr": 0.003
}